Record 1
{"formula": "C35H44FN3O6PtS5Si", "method": "ωB97M-V/def2-TZVPD", "charge": 0, "homo_ev": -5.55, "e_tot_ev": -121785.8722, "orbital_gap_ev": 3.92, "symbols": ["Pt", "O", "C", "S", "C", "C", "S", "S", "S", "C", "C", "N", "C", "C", "C", "O", "O", "C", "O", "C", "C", "C", "F", "C", "C", "C", "N", "C", "C", "N", "C", "C", "H", "H", "H", "H", "H", "H", "H", "H", "H", "H", "H", "H", "H", "H", "H", "H", "H", "H", "O", "C", "O", "C", "C", "C", "C", "S", "C", "C", "H", "H", "H", "H", "H", "C", "Si", "C", "C", "C", "C", "C", "C", "C", "C", "H", "H", "H", "H", "H", "H", "H", "H", "H", "H", "H", "H", "H", "H", "H", "H", "H", "H", "H", "H", "H"], "xyz": [[-0.833, 0.105, 2.366], [-1.756, 1.830, 8.877], [-1.634, 1.585, 7.707], [-2.412, 0.203, 6.907], [-1.745, 0.503, 5.315], [-0.949, 1.565, 5.163], [-0.201, 2.001, 3.648], [-0.661, 2.550, 6.584], [-2.139, -0.606, 4.015], [1.583, -2.005, -4.638], [0.238, -2.253, -3.972], [0.106, -1.524, -2.709], [0.440, -2.160, -1.568], [0.649, -1.576, -0.356], [1.104, -2.528, 0.712], [1.102, -3.724, 0.509], [1.538, -1.958, 1.810], [0.507, -0.149, -0.244], [0.627, 0.545, 0.785], [0.172, 0.542, -1.498], [0.008, 1.926, -1.462], [-0.434, 2.595, -2.566], [-0.601, 3.935, -2.477], [-0.716, 1.925, -3.767], [-0.475, 0.564, -3.820], [-0.055, -0.145, -2.690], [-1.276, 2.544, -4.920], [-1.332, 4.010, -4.996], [-1.861, 4.375, -6.394], [-1.604, 3.192, -7.282], [-2.547, 2.077, -6.928], [-2.545, 1.982, -5.395], [1.657, -2.578, -5.562], [2.394, -2.312, -3.978], [1.720, -0.949, -4.871], [0.114, -3.308, -3.737], [-0.587, -1.980, -4.631], [0.552, -3.234, -1.639], [0.192, 2.452, -0.535], [-0.660, 0.052, -4.755], [-0.332, 4.409, -4.843], [-2.009, 4.452, -4.264], [-1.362, 5.245, -6.814], [-2.936, 4.545, -6.382], [-0.676, 2.845, -7.017], [-1.625, 3.421, -8.273], [-2.173, 1.178, -7.415], [-3.531, 2.325, -7.322], [-2.640, 0.947, -5.081], [-3.386, 2.540, -4.976], [-3.545, 5.675, -1.662], [-3.713, 4.477, -2.255], [-4.074, 4.467, -3.416], [-3.413, 3.268, -1.464], [-2.815, 3.299, -0.200], [-2.501, 2.140, 0.476], [-2.766, 0.876, -0.086], [-2.478, -0.614, 0.754], [-3.378, 0.850, -1.354], [-3.701, 2.015, -2.016], [-3.254, 5.560, -0.749], [-2.569, 4.233, 0.296], [-2.048, 2.191, 1.459], [-3.617, -0.113, -1.793], [-4.213, 1.978, -2.969], [3.548, -4.035, 2.152], [2.473, -2.775, 3.020], [1.277, -3.576, 4.255], [1.823, -4.957, 4.647], [1.075, -2.743, 5.531], [-0.105, -3.755, 3.608], [3.623, -1.401, 3.618], [4.560, -1.912, 4.723], [4.490, -0.971, 2.423], [2.865, -0.168, 4.114], [4.391, -4.316, 2.787], [3.947, -3.613, 1.228], [2.996, -4.936, 1.890], [2.817, -4.897, 5.099], [1.884, -5.629, 3.790], [1.153, -5.414, 5.383], [2.001, -2.563, 6.076], [0.400, -3.285, 6.201], [0.610, -1.780, 5.310], [-0.062, -4.390, 2.722], [-0.539, -2.796, 3.322], [-0.779, -4.222, 4.334], [5.163, -2.763, 4.395], [4.022, -2.212, 5.622], [5.251, -1.112, 5.009], [5.134, -1.777, 2.066], [5.136, -0.142, 2.728], [3.876, -0.621, 1.589], [2.324, -0.356, 5.041], [2.148, 0.193, 3.379], [3.573, 0.648, 4.299]]}

Record 2
{"formula": "C35H44N2O8", "method": "ωB97M-V/def2-TZVPD", "charge": 0, "smiles": "COc1cc([C@H]2CC(=O)Oc3c2c(OC)cc(OC)c3[C@@H](CCN2CCOCC2)c2ccc(N(C)C)cc2)cc(OC)c1OC", "homo_ev": -7.38, "e_tot_ev": -56367.5907, "orbital_gap_ev": 7.90, "symbols": ["C", "O", "C", "C", "C", "C", "C", "C", "O", "C", "H", "H", "H", "O", "C", "H", "H", "H", "H", "C", "C", "C", "C", "C", "C", "C", "O", "C", "H", "H", "H", "H", "O", "C", "H", "H", "H", "C", "C", "C", "C", "C", "C", "C", "H", "H", "N", "C", "H", "H", "H", "C", "H", "H", "H", "H", "H", "C", "H", "C", "N", "C", "C", "O", "C", "C", "H", "H", "H", "H", "H", "H", "H", "H", "H", "H", "H", "H", "O", "C", "O", "C", "H", "H", "H", "H", "H", "H", "H"], "xyz": [[-7.127, -3.163, 0.178], [-5.782, -3.449, -0.134], [-4.828, -2.479, -0.137], [-3.564, -2.947, -0.504], [-2.469, -2.112, -0.555], [-2.622, -0.774, -0.216], [-3.863, -0.283, 0.155], [-4.991, -1.129, 0.187], [-6.223, -0.637, 0.586], [-6.783, 0.365, -0.239], [-7.776, 0.556, 0.164], [-6.195, 1.285, -0.215], [-6.868, 0.020, -1.276], [-4.080, 1.014, 0.517], [-2.999, 1.915, 0.475], [-3.408, 2.879, 0.772], [-2.576, 1.996, -0.531], [-2.205, 1.632, 1.173], [-1.771, -0.114, -0.224], [-1.132, -2.655, -1.013], [0.010, -2.060, -0.237], [0.628, -0.906, -0.702], [1.678, -0.292, -0.024], [2.085, -0.862, 1.188], [1.483, -2.021, 1.667], [0.450, -2.623, 0.961], [-0.192, -3.758, 1.354], [0.176, -4.359, 2.571], [0.018, -3.683, 3.418], [-0.476, -5.224, 2.678], [1.219, -4.693, 2.559], [1.815, -2.453, 2.596], [3.075, -0.210, 1.862], [3.462, -0.675, 3.130], [2.622, -0.675, 3.834], [3.899, -1.678, 3.086], [4.219, 0.025, 3.481], [2.327, 0.977, -0.528], [1.342, 2.111, -0.325], [0.567, 2.674, -1.327], [-0.349, 3.672, -1.055], [-0.547, 4.151, 0.245], [0.245, 3.588, 1.253], [1.159, 2.595, 0.966], [1.753, 2.183, 1.770], [0.156, 3.921, 2.274], [-1.512, 5.100, 0.529], [-2.142, 5.810, -0.558], [-2.875, 6.506, -0.156], [-1.423, 6.376, -1.164], [-2.670, 5.109, -1.207], [-1.491, 5.756, 1.815], [-0.540, 6.266, 2.011], [-2.290, 6.493, 1.856], [-1.668, 5.030, 2.611], [-0.913, 4.074, -1.880], [0.658, 2.341, -2.348], [2.867, 0.845, -1.959], [2.057, 0.857, -2.685], [3.639, -0.461, -2.167], [4.538, -0.764, -1.071], [4.939, -2.156, -1.045], [5.758, -2.413, 0.220], [6.890, -1.581, 0.287], [6.507, -0.226, 0.226], [5.721, 0.076, -1.048], [5.421, 1.124, -1.046], [6.365, -0.108, -1.928], [7.431, 0.354, 0.263], [5.879, 0.022, 1.094], [6.128, -3.440, 0.241], [5.115, -2.235, 1.094], [4.045, -2.784, -1.027], [5.546, -2.425, -1.930], [2.922, -1.284, -2.225], [4.173, -0.417, -3.134], [3.507, 1.706, -2.161], [3.183, 1.155, 0.127], [0.171, -0.276, -1.841], [-0.651, -0.878, -2.714], [-1.094, -0.237, -3.629], [-0.907, -2.349, -2.499], [-1.764, -2.646, -3.103], [-0.023, -2.889, -2.854], [-1.136, -3.738, -0.865], [-3.479, -3.994, -0.752], [-7.227, -2.712, 1.167], [-7.631, -4.130, 0.161], [-7.584, -2.506, -0.566]]}

Record 3
{"formula": "C35H44N3O5S2SiTa", "method": "ωB97M-V/def2-TZVPD", "charge": 0, "homo_ev": -7.85, "e_tot_ev": -82819.0109, "orbital_gap_ev": 5.29, "symbols": ["Ta", "C", "C", "N", "N", "C", "S", "S", "C", "C", "C", "C", "C", "C", "C", "C", "C", "C", "C", "C", "C", "O", "H", "H", "H", "H", "H", "H", "H", "H", "H", "H", "H", "H", "H", "H", "O", "C", "O", "C", "C", "C", "N", "C", "C", "C", "O", "O", "H", "H", "H", "C", "C", "C", "C", "Si", "C", "C", "C", "C", "C", "C", "C", "C", "H", "H", "H", "H", "H", "H", "H", "H", "H", "H", "H", "H", "H", "H", "H", "H", "H", "H", "H", "H", "H", "H", "H", "H", "H", "H", "H"], "xyz": [[0.122, 0.777, -0.154], [0.988, -3.698, -1.014], [1.209, -2.270, -0.614], [0.195, -1.427, -0.691], [-0.957, -2.067, -1.164], [-1.969, -1.323, -1.373], [-2.051, 0.404, -1.075], [-3.451, -1.966, -2.029], [-2.828, -3.382, -3.007], [-2.248, -2.915, -4.312], [-0.892, -2.619, -4.434], [-0.381, -2.115, -5.620], [-1.220, -1.901, -6.704], [-2.568, -2.209, -6.598], [-3.078, -2.713, -5.411], [2.538, -1.898, -0.119], [3.560, -2.856, 0.022], [4.824, -2.509, 0.448], [5.124, -1.182, 0.739], [4.146, -0.215, 0.634], [2.870, -0.582, 0.232], [1.926, 0.360, 0.201], [0.342, -3.759, -1.881], [0.464, -4.205, -0.198], [1.913, -4.217, -1.223], [-3.711, -4.000, -3.160], [-2.119, -3.933, -2.395], [-0.233, -2.784, -3.591], [0.675, -1.888, -5.703], [-0.823, -1.496, -7.626], [-3.227, -2.051, -7.442], [-4.135, -2.940, -5.332], [3.370, -3.895, -0.188], [5.581, -3.274, 0.547], [6.120, -0.905, 1.057], [4.331, 0.824, 0.871], [1.800, 2.634, -6.919], [1.819, 3.412, -5.953], [2.054, 4.623, -5.848], [1.447, 2.731, -4.604], [1.121, 1.378, -4.571], [0.776, 0.787, -3.378], [0.741, 1.493, -2.239], [1.075, 2.795, -2.266], [1.437, 3.456, -3.414], [1.050, 3.338, -0.866], [1.917, 3.984, -0.368], [-0.004, 2.754, -0.210], [1.136, 0.833, -5.506], [0.488, -0.256, -3.309], [1.706, 4.504, -3.435], [1.861, 2.309, 2.809], [0.411, 2.332, 3.322], [-0.147, 3.720, 2.967], [0.464, 2.246, 4.854], [-0.645, 0.909, 2.501], [-0.228, -0.804, 3.346], [-0.714, -1.995, 2.500], [-0.873, -0.944, 4.734], [1.286, -0.996, 3.515], [-2.543, 1.307, 2.674], [-3.403, 0.085, 2.310], [-2.951, 1.733, 4.094], [-2.946, 2.462, 1.735], [2.419, 3.122, 3.285], [1.922, 2.490, 1.736], [2.380, 1.376, 3.035], [0.564, 4.481, 3.307], [-1.095, 3.922, 3.466], [-0.284, 3.858, 1.895], [1.014, 3.113, 5.237], [0.983, 1.356, 5.210], [-0.526, 2.262, 5.310], [-1.737, -1.893, 2.141], [-0.665, -2.909, 3.103], [-0.069, -2.150, 1.637], [-1.956, -1.040, 4.672], [-0.645, -0.112, 5.398], [-0.496, -1.859, 5.207], [1.830, -0.851, 2.579], [1.481, -2.022, 3.850], [1.716, -0.326, 4.257], [-3.302, -0.719, 3.039], [-3.172, -0.319, 1.323], [-4.458, 0.381, 2.299], [-2.737, 0.974, 4.845], [-4.032, 1.914, 4.110], [-2.467, 2.659, 4.401], [-2.509, 2.395, 0.738], [-2.663, 3.431, 2.141], [-4.034, 2.465, 1.610]]}

Record 4
{"formula": "C35H44N8O5P2SZr", "method": "ωB97M-V/def2-TZVPD", "charge": 0, "homo_ev": -6.93, "e_tot_ev": -89863.5998, "orbital_gap_ev": 6.17, "symbols": ["Zr", "C", "P", "C", "C", "C", "C", "C", "C", "C", "P", "C", "C", "H", "H", "H", "H", "H", "H", "H", "H", "H", "H", "H", "H", "H", "H", "H", "H", "N", "C", "C", "O", "O", "H", "H", "H", "H", "N", "C", "C", "C", "C", "C", "N", "C", "C", "C", "C", "C", "N", "H", "H", "H", "H", "H", "H", "H", "H", "H", "C", "C", "C", "C", "N", "H", "H", "H", "H", "H", "H", "H", "H", "H", "O", "S", "O", "O", "C", "N", "C", "C", "C", "N", "C", "C", "C", "N", "C", "C", "H", "H", "H", "H", "H", "H"], "xyz": [[-0.442, -0.318, -0.931], [3.702, -0.478, -0.538], [2.130, -0.865, 0.328], [2.246, 0.367, 1.671], [2.602, -2.441, 1.184], [3.065, -2.444, 2.499], [3.254, -3.630, 3.195], [2.970, -4.842, 2.586], [2.544, -4.857, 1.266], [2.377, -3.674, 0.551], [1.989, -3.657, -1.243], [3.617, -4.271, -1.875], [1.012, -5.196, -1.481], [4.531, -0.684, 0.139], [3.709, 0.573, -0.815], [3.833, -1.079, -1.438], [3.232, 0.375, 2.134], [1.484, 0.198, 2.432], [2.078, 1.343, 1.217], [3.259, -1.515, 3.018], [3.608, -3.601, 4.218], [3.089, -5.771, 3.130], [2.352, -5.809, 0.786], [3.976, -5.116, -1.287], [4.367, -3.481, -1.848], [3.491, -4.588, -2.913], [1.602, -6.096, -1.301], [0.659, -5.211, -2.513], [0.137, -5.201, -0.833], [-0.487, -2.477, 1.708], [-1.510, -3.234, 0.976], [-1.775, -2.377, -0.247], [-2.480, -1.343, -0.123], [-1.105, -2.580, -1.297], [0.116, -3.083, 2.250], [-0.914, -1.816, 2.345], [-2.425, -3.408, 1.548], [-1.095, -4.187, 0.655], [-2.204, -0.933, -3.884], [-2.877, -0.039, -3.067], [-4.224, 0.201, -3.366], [-4.913, 1.134, -2.633], [-4.253, 1.822, -1.616], [-2.945, 1.505, -1.366], [-2.254, 0.580, -2.068], [-0.855, -1.207, -4.041], [-0.456, -1.791, -5.249], [0.878, -2.034, -5.461], [1.799, -1.684, -4.476], [1.323, -1.132, -3.314], [0.015, -0.902, -3.085], [-2.773, -1.296, -4.629], [-4.701, -0.343, -4.171], [-5.952, 1.337, -2.854], [-4.750, 2.576, -1.024], [-2.398, 2.003, -0.578], [-1.194, -2.019, -6.006], [1.208, -2.472, -6.394], [2.860, -1.836, -4.610], [1.985, -0.796, -2.532], [0.356, 3.642, -1.457], [0.972, 2.385, -2.088], [2.492, 2.580, -2.134], [0.466, 2.277, -3.534], [0.615, 1.196, -1.334], [0.569, 4.524, -2.064], [0.762, 3.825, -0.461], [-0.729, 3.542, -1.375], [2.752, 3.478, -2.699], [2.975, 1.725, -2.615], [2.895, 2.692, -1.125], [0.655, 3.212, -4.067], [-0.608, 2.083, -3.554], [0.976, 1.476, -4.073], [-1.796, 7.745, 5.318], [-0.817, 6.733, 5.668], [0.210, 6.505, 4.672], [-0.355, 6.754, 7.039], [-1.851, 5.234, 5.572], [-2.895, 5.134, 6.405], [-3.700, 4.102, 6.231], [-3.510, 3.153, 5.231], [-2.377, 3.320, 4.459], [-1.545, 4.339, 4.641], [-1.988, 2.408, 3.350], [-2.568, 1.163, 3.132], [-2.152, 0.393, 2.066], [-1.183, 0.765, 1.212], [-0.626, 1.972, 1.434], [-0.991, 2.809, 2.465], [-4.540, 4.023, 6.914], [-4.222, 2.355, 5.075], [-3.345, 0.782, 3.780], [-2.632, -0.551, 1.855], [0.134, 2.253, 0.724], [-0.517, 3.772, 2.608]]}

Record 5
{"formula": "C35H45BCoN12OS2Te", "method": "ωB97M-V/def2-TZVPD", "charge": 1, "homo_ev": -9.45, "e_tot_ev": -124218.0678, "orbital_gap_ev": 6.01, "symbols": ["Co", "C", "C", "C", "C", "N", "N", "B", "N", "C", "C", "C", "C", "N", "N", "C", "C", "C", "C", "N", "N", "C", "C", "C", "C", "N", "H", "H", "H", "H", "H", "H", "H", "H", "H", "H", "H", "H", "H", "H", "H", "H", "H", "H", "H", "H", "S", "C", "N", "N", "C", "C", "C", "C", "C", "C", "N", "N", "C", "C", "C", "C", "C", "C", "H", "H", "H", "H", "H", "H", "H", "H", "H", "H", "H", "O", "S", "C", "C", "C", "C", "H", "H", "H", "H", "H", "H", "H", "H", "C", "Te", "C", "H", "H", "H", "H", "H", "H"], "xyz": [[-0.368, 0.172, -0.178], [-0.185, 2.324, 2.751], [-0.267, 0.835, 2.809], [-0.320, 0.108, 3.998], [-0.421, -1.214, 3.630], [-0.436, -1.274, 2.293], [-0.333, -0.018, 1.773], [-0.511, -2.464, 1.318], [0.753, -2.370, 0.437], [1.832, -3.161, 0.414], [2.748, -2.618, -0.454], [2.168, -1.435, -0.916], [2.829, -0.523, -1.898], [0.951, -1.293, -0.363], [-1.755, -2.246, 0.421], [-2.855, -3.002, 0.305], [-3.729, -2.355, -0.541], [-3.086, -1.167, -0.904], [-3.668, -0.077, -1.744], [-1.883, -1.125, -0.315], [-0.621, -3.824, 1.959], [-0.542, -5.021, 1.314], [-1.016, -5.987, 2.157], [-1.417, -5.285, 3.318], [-2.009, -5.834, 4.574], [-1.199, -3.991, 3.179], [-0.057, 2.695, 3.766], [0.654, 2.662, 2.148], [-1.099, 2.768, 2.356], [-0.281, 0.511, 4.995], [-0.508, -2.118, 4.205], [1.877, -4.050, 1.018], [3.715, -3.008, -0.722], [3.743, -0.119, -1.463], [3.105, -1.092, -2.788], [2.221, 0.331, -2.171], [-2.938, -3.939, 0.832], [-4.709, -2.680, -0.847], [-4.112, -0.494, -2.650], [-4.469, 0.423, -1.196], [-2.927, 0.666, -2.023], [-0.163, -5.094, 0.308], [-1.067, -7.047, 1.974], [-1.335, -6.553, 5.041], [-2.199, -5.027, 5.279], [-2.949, -6.347, 4.370], [1.280, 1.649, -0.156], [0.230, 2.899, -0.804], [0.676, 3.874, -1.503], [-0.128, 4.875, -1.912], [-1.477, 4.738, -2.361], [-1.907, 3.609, -3.056], [-3.213, 3.543, -3.511], [-4.092, 4.600, -3.298], [-3.654, 5.724, -2.618], [-2.350, 5.791, -2.140], [-1.113, 2.870, -0.387], [-1.540, 1.774, 0.004], [-2.880, 1.833, 0.536], [-3.730, 2.857, 0.121], [-5.022, 2.907, 0.611], [-5.466, 1.950, 1.516], [-4.610, 0.942, 1.932], [-3.315, 0.873, 1.442], [0.410, 5.554, -2.426], [-1.222, 2.784, -3.213], [-3.555, 2.668, -4.051], [-5.109, 4.544, -3.664], [-4.329, 6.553, -2.445], [-2.008, 6.655, -1.584], [-3.382, 3.594, -0.590], [-5.685, 3.696, 0.282], [-6.478, 1.992, 1.896], [-4.946, 0.199, 2.643], [-2.657, 0.084, 1.772], [-0.569, 0.431, -2.133], [-0.057, -0.561, -3.190], [0.550, 0.565, -4.483], [-0.551, 0.740, -5.542], [-1.867, 0.240, -4.945], [-1.501, -1.011, -4.162], [1.477, 0.158, -4.883], [0.783, 1.476, -3.930], [-0.303, 0.148, -6.423], [-0.617, 1.781, -5.856], [-2.609, 0.026, -5.714], [-2.293, 0.978, -4.265], [-1.166, -1.820, -4.818], [-2.254, -1.399, -3.481], [4.374, -1.785, 2.990], [3.233, -0.036, 2.569], [4.713, 0.795, 1.280], [4.546, -2.337, 2.069], [3.795, -2.400, 3.677], [5.317, -1.517, 3.457], [5.562, 1.142, 1.861], [4.260, 1.633, 0.753], [5.036, 0.045, 0.562]]}